No. 1
# C20H20IO6PRe

C20H20IO6PRe as an isolated structure (the ωB97M-V functional and the def2-TZVPD basis, OMol25).

Its total charge is +2. Its expectation value of S² is 3.7976. Its multiplicity is 4. The value obtained for the energy above the lowest of the compared OMol25 structures with the same formula, charge and spin is 0.0 kcal/mol. The LUMO energy (alpha / beta) is -7.497 / -8.234 eV.

Positions of all 49 atoms, in Å:
1 Re 0.802 -0.104 -0.232
2 I 3.206 -1.313 -0.731
3 C 3.313 -2.038 1.216
4 C 4.391 -2.772 1.625
5 C 4.439 -3.203 2.962
6 C 3.430 -2.868 3.824
7 C 2.325 -2.101 3.390
8 C 1.298 -1.723 4.291
9 C 0.243 -0.949 3.878
10 C 0.160 -0.545 2.543
11 C 1.119 -0.906 1.582
12 C 2.246 -1.679 2.043
13 H 5.200 -3.021 0.951
14 H 5.285 -3.787 3.298
15 H 3.466 -3.183 4.858
16 H 1.369 -2.045 5.323
17 H -0.526 -0.648 4.576
18 H -0.689 0.066 2.253
19 C -2.487 0.190 -2.429
20 O -1.802 -1.058 -2.094
21 P -1.146 -1.354 -0.706
22 O -0.711 -2.842 -0.778
23 C -1.375 -3.920 -1.523
24 O -2.193 -1.074 0.423
25 C -3.503 -1.725 0.489
26 H -3.350 -0.090 -3.022
27 H -1.799 0.794 -3.014
28 H -2.794 0.707 -1.521
29 H -1.375 -4.780 -0.863
30 H -0.786 -4.111 -2.414
31 H -2.387 -3.631 -1.790
32 H -4.086 -1.132 1.184
33 H -3.371 -2.736 0.865
34 H -3.970 -1.725 -0.494
35 O 0.855 3.160 -3.841
36 C 0.195 3.885 -2.944
37 C -0.156 5.188 -3.305
38 C -0.826 5.987 -2.410
39 C -1.178 5.533 -1.123
40 C -0.847 4.267 -0.750
41 C -0.154 3.412 -1.650
42 C 0.179 2.104 -1.250
43 O -0.132 1.621 -0.045
44 O 0.789 1.233 -1.962
45 H 1.098 2.293 -3.482
46 H 0.117 5.542 -4.289
47 H -1.088 6.995 -2.704
48 H -1.700 6.191 -0.444
49 H -1.099 3.893 0.233


No. 2
# C20H20N2O4S2

A single C20H20N2O4S2 molecule at a distorted geometry (the ωB97M-V functional and the def2-TZVPD basis, OMol25).

The SMILES is Cc1ccc(S(=O)(=O)N2CCC[C@H]2C(=O)OCc2nc3ccccc3s2)cc1. The value obtained for the energy above the lowest of the compared OMol25 structures with the same formula, charge and spin is 0.0 kcal/mol. The LUMO energy is 0.720 eV.

Positions of all 48 atoms, in Å:
1 C 6.918 2.793 1.015
2 C 5.682 2.031 0.647
3 C 5.525 0.705 1.041
4 C 4.395 -0.008 0.682
5 C 3.420 0.606 -0.078
6 C 3.554 1.920 -0.481
7 C 4.686 2.629 -0.118
8 H 4.800 3.656 -0.431
9 H 2.777 2.362 -1.083
10 S 1.933 -0.298 -0.488
11 O 2.233 -1.701 -0.520
12 O 1.340 0.318 -1.643
13 N 1.052 0.004 0.909
14 C 0.450 -1.142 1.560
15 C -0.188 -2.103 0.564
16 O -0.396 -3.268 0.770
17 O -0.541 -1.445 -0.538
18 C -1.187 -2.161 -1.570
19 C -2.626 -1.781 -1.616
20 N -3.213 -1.046 -0.755
21 C -4.532 -0.851 -1.051
22 C -5.432 -0.093 -0.308
23 C -6.735 0.008 -0.748
24 C -7.153 -0.632 -1.913
25 C -6.276 -1.390 -2.665
26 C -4.967 -1.496 -2.230
27 S -3.635 -2.358 -2.947
28 H -6.597 -1.887 -3.567
29 H -8.179 -0.535 -2.234
30 H -7.444 0.594 -0.183
31 H -5.095 0.397 0.591
32 H -1.081 -3.240 -1.392
33 H -0.689 -1.894 -2.508
34 C -0.650 -0.531 2.439
35 H -1.424 -1.257 2.679
36 H -0.207 -0.158 3.363
37 C -1.153 0.624 1.574
38 H -1.636 1.402 2.163
39 H -1.856 0.252 0.828
40 C 0.124 1.128 0.895
41 H -0.047 1.443 -0.136
42 H 0.579 1.955 1.453
43 H 1.200 -1.695 2.132
44 H 4.258 -1.039 0.968
45 H 6.295 0.231 1.632
46 H 7.673 2.667 0.238
47 H 7.336 2.429 1.951
48 H 6.707 3.855 1.108


No. 3
# C20H20N4O2

A single C20H20N4O2 molecule (the ωB97M-V functional and the def2-TZVPD basis, OMol25).

The SMILES is O=C(Nc1ccccc1C(=O)NCCCn1ccnc1)c1ccccc1. The value obtained for the energy above the lowest of the compared OMol25 structures with the same formula, charge and spin is 0.0 kcal/mol. The LUMO energy is 0.489 eV.

Positions of all 46 atoms, in Å:
1 O -2.654 -2.529 -0.758
2 C -2.364 -1.494 -0.191
3 N -1.160 -1.238 0.397
4 C -0.009 -2.000 0.400
5 C 0.026 -3.298 -0.113
6 C 1.180 -4.048 -0.051
7 C 2.326 -3.529 0.535
8 C 2.317 -2.236 1.014
9 C 1.172 -1.443 0.938
10 C 1.207 -0.026 1.369
11 O 0.223 0.606 1.744
12 N 2.424 0.568 1.305
13 H 3.163 0.088 0.819
14 C 2.600 1.973 1.598
15 H 2.147 2.171 2.574
16 C 1.936 2.900 0.571
17 H 2.117 3.932 0.873
18 H 0.861 2.720 0.596
19 C 2.450 2.707 -0.860
20 N 2.050 1.439 -1.412
21 C 0.784 1.021 -1.652
22 N 0.743 -0.206 -2.087
23 C 2.033 -0.623 -2.137
24 C 2.860 0.381 -1.722
25 H 3.927 0.440 -1.642
26 H 2.281 -1.613 -2.462
27 H -0.075 1.647 -1.513
28 H 2.052 3.509 -1.491
29 H 3.542 2.761 -0.882
30 H 3.672 2.173 1.656
31 H 3.208 -1.849 1.488
32 H 3.220 -4.129 0.614
33 H 1.185 -5.052 -0.449
34 H -0.870 -3.701 -0.554
35 H -1.050 -0.359 0.901
36 C -3.354 -0.382 -0.052
37 C -4.698 -0.714 -0.206
38 C -5.681 0.253 -0.105
39 C -5.329 1.570 0.140
40 C -3.994 1.912 0.278
41 C -3.008 0.946 0.185
42 H -1.976 1.244 0.287
43 H -3.719 2.941 0.461
44 H -6.093 2.330 0.218
45 H -6.720 -0.019 -0.219
46 H -4.950 -1.745 -0.405


No. 4
# C20H20N4O2S

A single C20H20N4O2S molecule at a distorted geometry (the ωB97M-V functional and the def2-TZVPD basis, OMol25).

The SMILES is CCC(=O)Nc1cccc(-c2nnc(SCC(=O)c3ccccc3)n2C)c1. The value obtained for the energy above the lowest of the compared OMol25 structures with the same formula, charge and spin is 343.6 kcal/mol. The LUMO energy is -0.206 eV.

Positions of all 47 atoms, in Å:
1 C 2.529 -7.667 -3.673
2 C 2.114 -6.115 -3.526
3 C 1.804 -5.751 -1.990
4 O 1.805 -6.585 -1.220
5 N 1.400 -4.496 -2.162
6 C 1.320 -3.779 -0.985
7 C 1.163 -2.401 -1.215
8 C 0.591 -1.686 0.068
9 C 0.604 -2.266 1.335
10 C 0.904 -3.479 1.455
11 C 1.301 -4.435 0.559
12 H 1.381 -5.536 0.590
13 H 0.761 -3.925 2.319
14 H 0.495 -1.537 2.248
15 C 0.302 -0.247 -0.100
16 N 0.903 0.696 0.717
17 N 0.379 2.005 0.205
18 C -0.159 1.736 -0.864
19 N -0.306 0.445 -0.996
20 C -0.783 -0.162 -2.247
21 H -1.866 0.369 -2.502
22 H -0.064 -0.240 -3.118
23 H -1.136 -1.202 -1.937
24 S -0.761 2.955 -1.762
25 C -1.235 4.086 -0.281
26 C -2.042 3.851 0.679
27 O -3.043 3.202 0.212
28 C -1.690 4.249 2.153
29 C -0.282 4.128 2.448
30 C -0.101 4.667 3.772
31 C -1.183 5.149 4.663
32 C -2.547 5.238 4.005
33 C -2.683 4.856 2.801
34 H -3.736 4.915 2.213
35 H -3.223 5.740 4.540
36 H -0.883 5.539 5.747
37 H 0.673 4.452 4.254
38 H 0.620 3.727 1.950
39 H -0.014 4.385 -0.050
40 H -1.288 5.015 -0.868
41 H 1.193 -1.835 -2.096
42 H 1.900 -4.041 -2.878
43 H 1.352 -6.058 -4.271
44 H 3.031 -5.661 -4.069
45 H 1.590 -8.457 -3.308
46 H 3.249 -7.843 -3.067
47 H 2.673 -7.890 -4.790


No. 5
# C20H20N4O4S

A single C20H20N4O4S molecule at a distorted geometry (the ωB97M-V functional and the def2-TZVPD basis, OMol25).

The SMILES is COCCn1c(SCc2ccc(C(=O)OC)o2)nnc1-c1c[nH]c2ccccc12. The value obtained for the energy above the lowest of the compared OMol25 structures with the same formula, charge and spin is 34.0 kcal/mol. The LUMO energy is 0.540 eV.

Positions of all 49 atoms, in Å:
1 C 0.820 0.767 5.738
2 H 1.321 -0.017 6.301
3 O 0.241 0.148 4.617
4 C -0.441 1.051 3.780
5 C -0.909 0.326 2.517
6 N 0.170 0.042 1.615
7 C 0.739 0.938 0.753
8 N 1.637 0.362 0.003
9 N 1.677 -0.930 0.352
10 C 0.818 -1.138 1.319
11 C 0.588 -2.414 1.935
12 C 0.169 -2.692 3.213
13 N 0.099 -4.042 3.390
14 C 0.476 -4.673 2.236
15 C 0.563 -6.025 1.931
16 C 0.985 -6.364 0.663
17 C 1.314 -5.386 -0.280
18 C 1.228 -4.044 0.015
19 C 0.803 -3.677 1.289
20 H 1.492 -3.281 -0.700
21 H 1.645 -5.699 -1.260
22 H 1.066 -7.406 0.392
23 H 0.310 -6.780 2.661
24 H -0.158 -4.500 4.248
25 H -0.033 -2.017 4.021
26 S 0.276 2.614 0.701
27 C 1.150 3.082 -0.850
28 C 0.416 2.605 -2.040
29 C 0.451 1.392 -2.683
30 C -0.476 1.486 -3.735
31 C -1.016 2.750 -3.662
32 C -2.020 3.414 -4.492
33 O -2.426 4.539 -4.342
34 O -2.446 2.592 -5.471
35 C -3.424 3.141 -6.343
36 H -3.658 2.362 -7.063
37 H -4.317 3.426 -5.781
38 H -3.031 4.026 -6.847
39 O -0.470 3.424 -2.626
40 H -0.724 0.736 -4.458
41 H 1.067 0.559 -2.414
42 H 2.135 2.626 -0.785
43 H 1.199 4.170 -0.830
44 H -1.626 0.971 1.997
45 H -1.390 -0.617 2.786
46 H 0.216 1.888 3.498
47 H -1.317 1.466 4.302
48 H 1.552 1.525 5.437
49 H 0.057 1.242 6.366


No. 6
# C20H20N6

A single C20H20N6 molecule at a distorted geometry (the ωB97M-V functional and the def2-TZVPD basis, OMol25).

The SMILES is Cc1c(C)n([C@H](C)c2ccccc2)c2nc(-c3cnccn3)nc(N)c12. The value obtained for the energy above the lowest of the compared OMol25 structures with the same formula, charge and spin is 63.5 kcal/mol. The LUMO energy is 0.055 eV.

Positions of all 46 atoms, in Å:
1 N -4.656 -2.778 0.403
2 N -2.795 -4.865 0.226
3 N 0.142 -3.950 0.153
4 N -0.595 -1.727 0.303
5 C 2.933 -1.488 0.011
6 C 2.625 -0.117 0.164
7 C -0.861 -3.030 0.242
8 C -5.015 -4.035 0.414
9 C -4.107 -5.089 0.306
10 C -3.266 -2.551 0.297
11 C -2.280 -3.541 0.243
12 C 1.364 -3.566 0.079
13 C 0.675 -1.239 0.302
14 C -0.892 2.452 -3.576
15 C -1.114 1.219 -3.032
16 C -0.317 3.447 -2.745
17 C -0.722 0.869 -1.768
18 C 0.157 3.037 -1.408
19 C 1.736 -2.214 0.225
20 C 0.014 1.679 -0.997
21 N 2.264 -4.645 0.028
22 N 1.222 -0.014 0.277
23 C 4.307 -2.186 -0.127
24 C 3.576 0.992 0.393
25 C -0.714 1.140 1.344
26 C 0.468 1.273 0.355
27 H -6.018 -4.445 0.565
28 H -4.718 -5.975 0.420
29 H -3.066 -1.479 0.395
30 H -1.010 2.870 -4.570
31 H -1.580 0.405 -3.641
32 H -0.168 4.551 -3.062
33 H -0.968 -0.077 -1.431
34 H 0.699 3.877 -0.978
35 H 3.127 -4.379 -0.451
36 H 1.836 -5.579 0.048
37 H 4.298 -2.984 -0.866
38 H 4.533 -2.770 0.749
39 H 5.158 -1.410 -0.508
40 H 3.399 1.854 -0.306
41 H 4.533 0.571 0.112
42 H 3.582 1.353 1.399
43 H -1.088 2.141 1.526
44 H -0.371 0.654 2.265
45 H -1.603 0.573 0.959
46 H 1.111 2.062 0.651


No. 7
# C20H20N6O

A single C20H20N6O molecule at a distorted geometry (the ωB97M-V functional and the def2-TZVPD basis, OMol25).

The SMILES is Cc1cc2nc(CCNC(=O)c3cccc(-n4cnnc4)c3)[nH]c2cc1C. The value obtained for the energy above the lowest of the compared OMol25 structures with the same formula, charge and spin is 13.9 kcal/mol. The LUMO energy is -0.478 eV.

Positions of all 47 atoms, in Å:
1 O 1.556 0.615 -0.324
2 N 0.532 1.150 -7.260
3 N -0.037 1.970 -6.355
4 N -0.276 -1.108 3.715
5 C 2.287 -0.348 -0.556
6 C 1.253 0.278 -6.622
7 C 0.392 1.574 -5.155
8 C 0.538 -0.826 2.730
9 C 3.431 -2.090 -3.688
10 C 3.304 -1.770 -2.334
11 C 2.761 -1.322 -4.655
12 C 1.798 0.049 -2.993
13 C -2.603 -0.330 4.177
14 C -2.301 1.211 1.827
15 C -1.430 -0.385 3.421
16 C 2.504 -0.670 -1.968
17 C -1.317 0.331 2.272
18 C 1.947 -0.248 -4.333
19 C -3.660 0.485 3.769
20 C -3.482 1.291 2.611
21 N -0.072 0.001 1.813
22 N 1.254 0.509 -5.278
23 N 2.827 -1.058 0.479
24 C -4.876 0.529 4.630
25 C -4.537 2.290 2.233
26 C 1.896 -1.393 2.691
27 C 2.893 -0.614 1.872
28 H 1.823 -0.509 -7.098
29 H 0.095 2.061 -4.246
30 H 4.070 -2.930 -4.020
31 H 3.846 -2.364 -1.606
32 H 2.861 -1.627 -5.675
33 H 1.196 0.890 -2.660
34 H -2.651 -0.905 5.107
35 H -2.175 1.733 0.907
36 H 0.362 0.334 0.985
37 H 3.370 -1.845 0.261
38 H -5.783 0.499 4.041
39 H -4.850 1.449 5.247
40 H -4.941 -0.316 5.312
41 H -4.150 3.055 1.544
42 H -4.939 2.797 3.114
43 H -5.361 1.763 1.732
44 H 1.802 -2.426 2.391
45 H 2.275 -1.378 3.692
46 H 3.886 -0.829 2.315
47 H 2.681 0.427 1.935


No. 8
# C20H20N7S2Sn

C20H20N7S2Sn as an isolated structure (the ωB97M-V functional and the def2-TZVPD basis, OMol25).

Its total charge is +3. The value obtained for the energy above the lowest of the compared OMol25 structures with the same formula, charge and spin is 0.0 kcal/mol. The LUMO energy is -9.860 eV.

Positions of all 50 atoms, in Å:
1 Sn -0.347 0.505 0.196
2 C 6.188 -0.969 3.901
3 C 5.535 -0.334 2.689
4 N 4.182 0.249 3.046
5 C 3.066 -0.277 2.714
6 S 1.642 2.856 2.147
7 N 2.105 -0.914 2.531
8 N 0.965 -1.171 1.808
9 C 0.554 -2.414 1.959
10 C 1.199 -3.403 2.869
11 C -0.591 -2.863 1.148
12 C -1.024 -4.176 1.189
13 C -2.106 -4.553 0.395
14 C -2.709 -3.605 -0.403
15 C -2.205 -2.305 -0.388
16 N -1.176 -1.945 0.362
17 H 7.198 -1.274 3.630
18 H 5.644 -1.852 4.239
19 H 6.266 -0.263 4.729
20 H 5.366 -1.051 1.888
21 H 6.124 0.489 2.295
22 H 4.168 1.026 3.700
23 H 1.954 -2.965 3.506
24 H 1.662 -4.199 2.279
25 H 0.439 -3.872 3.495
26 H -0.542 -4.910 1.821
27 H -2.465 -5.574 0.413
28 H -3.555 -3.853 -1.031
29 H -2.656 -1.536 -1.006
30 N 3.167 3.120 -0.124
31 C 3.336 2.534 -1.375
32 C 4.211 2.807 -2.425
33 C 4.079 2.018 -3.545
34 C 3.115 0.993 -3.625
35 C 2.254 0.729 -2.584
36 C 2.380 1.522 -1.442
37 N 1.666 1.516 -0.236
38 C 2.171 2.486 0.510
39 C 0.033 3.496 1.815
40 C -0.446 4.676 2.274
41 S -2.076 4.851 1.800
42 C -2.017 3.357 1.011
43 N -0.858 2.743 1.087
44 H 3.664 3.924 0.231
45 H 4.947 3.599 -2.373
46 H 4.727 2.192 -4.394
47 H 3.053 0.406 -4.532
48 H 1.517 -0.061 -2.652
49 H 0.070 5.432 2.848
50 H -2.866 2.961 0.469


No. 9
# C20H20N8S

A single C20H20N8S molecule at a distorted geometry (the ωB97M-V functional and the def2-TZVPD basis, OMol25).

The SMILES is c1cc(N2CCNCC2)cc(Nc2ncc(-c3cncc(-c4cn[nH]c4)c3)s2)n1. The value obtained for the energy above the lowest of the compared OMol25 structures with the same formula, charge and spin is 0.0 kcal/mol. The LUMO energy is 0.173 eV.

Positions of all 49 atoms, in Å:
1 N -2.635 -0.962 -5.682
2 N -1.361 -1.544 3.911
3 N -3.897 -3.565 -0.836
4 N 0.771 2.016 5.074
5 S -0.735 -0.222 1.731
6 C -2.996 -1.787 -4.706
7 C -0.666 -0.540 3.473
8 C -2.056 -2.095 2.857
9 C -1.852 -1.549 1.595
10 C -2.558 -1.257 -3.429
11 C -1.803 -0.135 -3.743
12 C 1.510 3.107 4.946
13 C -3.263 -3.122 0.254
14 C -3.610 -3.007 -2.022
15 C 0.879 1.089 4.117
16 C -2.177 -1.375 -0.934
17 C 2.404 3.340 3.911
18 C 1.763 1.250 3.062
19 C -2.405 -2.003 0.313
20 C -2.762 -1.878 -2.103
21 C 2.558 2.375 2.920
22 N -1.829 -0.009 -5.112
23 N 0.190 -0.026 4.412
24 N 5.026 2.846 -0.518
25 N 3.386 2.558 1.794
26 C 4.025 3.917 -0.209
27 C 4.746 1.519 0.027
28 C 3.677 3.953 1.303
29 C 4.471 1.607 1.552
30 H -3.629 -2.645 -4.904
31 H -2.741 -2.928 3.036
32 H -1.261 0.530 -3.095
33 H 1.433 3.854 5.744
34 H -3.580 -3.587 1.166
35 H -4.039 -3.435 -2.911
36 H -1.554 -0.482 -0.939
37 H 2.984 4.255 3.893
38 H 1.864 0.425 2.374
39 H -1.289 0.653 -5.618
40 H -0.141 -0.081 5.350
41 H 5.135 2.790 -1.536
42 H 4.392 4.895 -0.546
43 H 3.062 3.706 -0.754
44 H 3.899 1.053 -0.505
45 H 5.653 0.920 -0.149
46 H 2.788 4.606 1.405
47 H 4.479 4.381 1.938
48 H 4.310 0.594 1.912
49 H 5.363 1.927 2.109


No. 10
# C20H20O4

A single C20H20O4 molecule (the ωB97M-V functional and the def2-TZVPD basis, OMol25).

The SMILES is CCOC(=O)C(CC(=O)c1ccccc1)CC(=O)c1ccccc1. The value obtained for the energy above the lowest of the compared OMol25 structures with the same formula, charge and spin is 0.0 kcal/mol. The LUMO energy is 0.137 eV.

Positions of all 44 atoms, in Å:
1 C 4.991 0.184 -1.224
2 C 4.962 -0.869 -0.126
3 H 5.016 -1.874 -0.557
4 H 5.777 -0.726 0.588
5 O 3.761 -0.763 0.640
6 C 2.708 -1.466 0.218
7 O 2.739 -2.268 -0.677
8 C 1.480 -1.190 1.077
9 C 1.295 0.314 1.315
10 C 1.042 1.023 0.001
11 O 1.627 0.707 -1.012
12 C 0.000 2.079 0.003
13 C -0.293 2.848 1.128
14 C -1.293 3.801 1.072
15 C -2.019 3.986 -0.094
16 C -1.729 3.230 -1.218
17 C -0.718 2.289 -1.173
18 H -0.474 1.695 -2.041
19 H -2.289 3.376 -2.130
20 H -2.807 4.724 -0.127
21 H -1.511 4.400 1.943
22 H 0.274 2.722 2.037
23 H 0.475 0.467 2.014
24 H 2.213 0.721 1.748
25 C 0.253 -1.805 0.395
26 C -1.030 -1.587 1.164
27 O -1.044 -1.283 2.338
28 C -2.287 -1.730 0.387
29 C -3.426 -1.090 0.874
30 C -4.622 -1.162 0.186
31 C -4.697 -1.888 -0.991
32 C -3.574 -2.541 -1.475
33 C -2.372 -2.460 -0.797
34 H -1.509 -2.982 -1.181
35 H -3.636 -3.115 -2.387
36 H -5.631 -1.950 -1.531
37 H -5.496 -0.655 0.567
38 H -3.348 -0.532 1.795
39 H 0.414 -2.881 0.288
40 H 0.157 -1.394 -0.611
41 H 1.639 -1.671 2.048
42 H 4.980 1.181 -0.791
43 H 4.114 0.073 -1.857
44 H 5.887 0.064 -1.825